Density functional theory data (ωB97M-V with the def2-TZVPD basis set) for C31H39Br4N4OSSeSiW as an isolated structure in a non-equilibrium geometry.

Values from the calculation:
energy above the lowest of the compared OMol25 structures with the same formula, charge and spin: 0.0 kcal per mole
multiplicity: 3
LUMO (spin up / spin down): -4.3 / -4.1 eV
net charge: +1
frontier orbital gap (spin up / spin down): 5.79 / 6.46 eV
molar mass: 1126.25 u

Last column: Mulliken charge in e.
Atoms and positions in Å:
W  -0.72894  -0.08610  -0.19054  0.11
Br  -2.05801  -0.23187  1.91367  -0.52
C  0.91376  -0.88940  4.59239  -0.80
Br  1.73512  -0.07305  3.15400  0.13
H  1.54671  -1.28634  5.36573  0.35
H  -0.16029  -0.84498  4.63776  0.35
Br  4.37375  -0.23807  -0.76589  -0.15
C  3.32875  1.16539  -0.09337  0.19
C  3.95672  2.35211  0.35590  -0.43
C  3.22861  3.38539  0.87019  -0.17
Br  4.10733  4.93763  1.46843  -0.18
C  1.81114  3.28925  0.96949  1.22
C  0.94308  4.24062  1.53771  -1.05
C  -0.40095  3.97541  1.61950  -1.47
C  -0.90400  2.76751  1.12701  -0.57
N  -0.11391  1.86623  0.55999  1.10
C  1.22464  2.11145  0.49519  -0.04
C  1.96894  1.04592  -0.03848  -0.61
O  1.25271  -0.01116  -0.40650  0.62
H  5.03334  2.42289  0.29195  0.50
H  1.34891  5.16909  1.91693  0.41
H  -1.08940  4.68088  2.06123  0.60
H  -1.95625  2.52595  1.19465  0.75
C  2.42188  -3.63907  -1.96572  -1.31
N  1.42977  -2.88654  -1.22614  1.04
C  0.95767  -3.24494  -0.04815  1.28
S  -0.26846  -2.35156  0.79723  -0.49
N  1.43713  -4.34798  0.53026  -0.36
C  1.06701  -4.89312  1.83024  -0.96
H  2.52260  -3.19968  -2.95252  0.32
H  2.10937  -4.67850  -2.09110  0.46
H  3.39869  -3.60501  -1.47629  0.43
H  1.01175  -2.05253  -1.62775  -1.06
H  2.18448  -4.82239  0.04989  0.19
H  0.16263  -4.41576  2.19003  0.41
H  1.86579  -4.72693  2.55222  0.30
H  0.88274  -5.96088  1.73081  0.32
C  -6.21659  4.67718  2.03784  -1.59
C  -5.35814  3.76497  1.20809  0.40
C  -4.33215  4.26360  0.41488  -0.91
C  -3.54299  3.42716  -0.36828  1.08
C  -2.53242  4.04004  -1.30356  -1.56
C  -3.76429  2.04525  -0.31123  0.27
Se  -2.65702  0.89560  -1.38072  -0.32
C  -4.84659  1.52325  0.40377  0.74
C  -5.25149  0.07602  0.32333  -1.39
C  -5.61179  2.39923  1.16423  -1.03
H  -5.77322  5.66773  2.12711  0.37
H  -6.36289  4.27600  3.04085  0.38
H  -7.20328  4.79244  1.58565  0.33
H  -4.15560  5.33303  0.38295  0.37
H  -2.51163  5.12219  -1.18252  0.41
H  -2.78880  3.82501  -2.34307  0.38
H  -1.51628  3.66392  -1.15708  0.12
H  -4.58128  -0.57453  0.88901  0.17
H  -5.25125  -0.27504  -0.71047  0.33
H  -6.25620  -0.04941  0.72286  0.47
H  -6.44635  1.99855  1.72938  0.44
C  1.62203  -0.79730  -4.03283  -1.25
Si  0.01665  -0.04948  -3.41636  0.86
C  0.51871  1.69096  -2.90410  -0.34
C  -1.23760  0.11271  -4.78470  -1.22
N  -0.66306  -0.99731  -2.03318  0.42
C  -1.46884  -2.12260  -2.36785  0.59
C  -2.58087  -2.50680  -1.61245  -0.40
C  -3.31567  -3.63531  -1.94495  -0.91
C  -2.96407  -4.41766  -3.03220  -0.73
C  -1.85357  -4.05835  -3.78268  -0.96
C  -1.11542  -2.93427  -3.45309  -0.11
H  2.05633  -0.09005  -4.74483  0.45
H  1.52382  -1.74998  -4.55428  0.44
H  2.34491  -0.90551  -3.21939  0.11
H  0.46250  2.29170  -3.81685  0.64
H  1.55373  1.72945  -2.55908  0.14
H  -0.11725  2.19089  -2.17426  -0.29
H  -0.79115  0.70957  -5.58424  0.46
H  -2.11894  0.64451  -4.42130  0.28
H  -1.56979  -0.83077  -5.21451  0.39
H  -2.89653  -1.92313  -0.75851  0.48
H  -4.17329  -3.89977  -1.33969  0.46
H  -3.54243  -5.29372  -3.29133  0.41
H  -1.55218  -4.65911  -4.63117  0.45
H  -0.24481  -2.69710  -4.04912  0.28